Here is a structure of composition C34H43BCaN7O3S4Se from the OMol25 dataset. Energies are from wB97M-V/def2-TZVPD.

The value obtained for the lowest unoccupied orbital energy is 2.4 eV. As for the multiplicity: 1. Its total charge is -1. The energy relative to the best compared isomer or geometry (same formula, charge and spin) comes out at 15.8 kcal/mol. For the orbital gap, the calculation gives 6.74 eV. The value obtained for the calculated total energy is -6627.46979 Eh.

Geometry as XYZ:
```
94
Properties=species:S:1:pos:R:3:lowdin_charge:R:1
Ca -0.6040 0.4817 0.0877 0.7663
C 0.1010 -3.1194 5.7221 -0.0355
C -0.6464 -2.3828 4.6090 -0.5435
C -0.5010 -0.8846 4.8410 -0.0941
C -2.1423 -2.7174 4.6305 -0.0314
N -0.1077 -2.8741 3.3050 0.0019
C -0.2642 -4.2146 2.9797 -0.0638
C 0.2234 -4.3879 1.7432 -0.0686
N 0.6808 -3.1719 1.2839 0.0187
B 1.0616 -3.1258 -0.2225 -0.6027
N -0.1712 -3.3496 -1.1241 0.0092
C 0.0021 -3.9598 -2.3458 -0.0753
C -1.1541 -3.8702 -3.0208 -0.0711
N -2.0656 -3.2090 -2.2094 0.0048
C -1.4354 -2.8748 -1.0475 -0.6949
S -2.0657 -2.0269 0.2965 0.5958
C -3.4158 -2.8658 -2.7568 -0.5382
C -4.4006 -2.3051 -1.7385 -0.0923
C -3.2023 -1.8268 -3.8575 -0.0259
C -4.0220 -4.1544 -3.3222 -0.0443
N 1.9053 -1.8886 -0.6494 0.0324
C 3.1939 -1.7850 -0.1666 -0.0793
C 3.8366 -0.8400 -0.8710 -0.0503
N 2.9565 -0.3652 -1.8271 0.0173
C 1.7521 -0.9825 -1.6432 -0.6391
S 0.2542 -0.5479 -2.3923 0.6283
C 3.3244 0.6149 -2.8968 -0.5360
C 2.9836 0.0347 -4.2729 -0.0539
C 2.6291 1.9519 -2.6673 -0.0355
C 4.8332 0.8277 -2.8349 -0.0520
C 0.4814 -2.2413 2.2485 -0.7017
S 0.9994 -0.6141 2.1415 0.6322
H -0.2920 -2.8051 6.6904 0.0857
H -0.0119 -4.2013 5.6498 0.0715
H 1.1639 -2.8785 5.6872 0.0931
H -0.9391 -0.6873 5.8231 0.0852
H 0.5340 -0.5579 4.8429 0.0536
H -1.0358 -0.2999 4.0977 0.0671
H -2.5929 -2.3038 5.5342 0.0862
H -2.6353 -2.2798 3.7620 0.0898
H -2.3287 -3.7911 4.6263 0.0731
H -0.7112 -4.9177 3.6554 0.1107
H 0.2769 -5.2689 1.1291 0.1222
H 1.7688 -4.0952 -0.4019 0.1217
H 0.9481 -4.3885 -2.6241 0.1210
H -1.4050 -4.2143 -4.0051 0.1103
H -4.0998 -1.3404 -1.3452 0.0024
H -5.3467 -2.1789 -2.2721 0.0868
H -4.5596 -2.9856 -0.9036 0.0730
H -2.7407 -0.9305 -3.4415 0.0792
H -2.5643 -2.2076 -4.6568 0.0798
H -4.1670 -1.5492 -4.2861 0.0889
H -4.0976 -4.9147 -2.5434 0.0921
H -5.0255 -3.9391 -3.6903 0.0841
H -3.4510 -4.5659 -4.1535 0.0667
H 3.5220 -2.3750 0.6696 0.1254
H 4.8266 -0.4464 -0.7539 0.1148
H 1.9150 -0.0290 -4.4373 0.0316
H 3.4237 0.6838 -5.0334 0.0814
H 3.4144 -0.9633 -4.3864 0.0893
H 1.5487 1.8323 -2.6745 0.0441
H 2.9374 2.3692 -1.7117 0.0640
H 2.9156 2.6421 -3.4646 0.0919
H 5.3800 -0.1162 -2.8659 0.0859
H 5.1241 1.4188 -3.7032 0.0871
H 5.1249 1.3865 -1.9426 0.0819
Se -3.3363 1.3561 -0.2101 0.4654
C -3.4130 3.2529 -0.3804 -0.7096
C -4.6170 3.9369 -0.1970 -0.1626
C -4.6857 5.3175 -0.3102 -0.1192
C -3.5533 6.0614 -0.6122 -0.1265
C -2.3489 5.3965 -0.8092 -0.1178
C -2.2824 4.0168 -0.6978 -0.1644
H -5.5088 3.3716 0.0448 0.0832
H -5.6367 5.8155 -0.1576 0.0909
H -3.6096 7.1394 -0.6993 0.0863
H -1.4525 5.9531 -1.0592 0.0963
H -1.3380 3.5098 -0.8810 0.0773
O 5.2467 3.2397 0.4791 -0.3235
S 4.2520 2.8125 1.4312 0.6157
O 4.7203 2.2235 2.6576 -0.3102
N 3.1424 1.8755 0.7034 -0.0162
C 1.9684 2.4684 0.6477 -0.5432
O 0.9580 1.9953 0.0745 -0.2421
C 1.9149 3.8200 1.3093 -0.1197
C 0.8419 4.6819 1.4603 0.0064
C 1.0638 5.8842 2.1204 -0.0703
C 2.3239 6.2124 2.6140 -0.0806
C 3.3997 5.3432 2.4636 -0.0391
C 3.1571 4.1553 1.8059 -0.2170
H -0.1413 4.4186 1.0848 0.1028
H 0.2428 6.5767 2.2567 0.1024
H 2.4674 7.1571 3.1235 0.0987
H 4.3839 5.5809 2.8445 0.1170
```

Here is an isolated molecule of C6H6F2N2O2 from the OMol25 dataset. Energies are from wB97M-V/def2-TZVPD.

The value obtained for the lowest unoccupied orbital energy (alpha / beta) is 0.3 / -2.4 eV. As for the multiplicity: 3. For the orbital gap (alpha / beta), the calculation gives 8.71 / 7.09 eV. The value obtained for the calculated total energy is -691.62347 Eh.

Geometry as XYZ:
```
18
Properties=species:S:1:pos:R:3:nbo_charge:R:1
C -1.3631 0.1218 0.9741 -0.1892
C -0.9183 0.9360 2.0910 -0.4783
C -0.6291 -0.2499 -0.1273 -0.1921
C -0.0718 1.9608 1.9724 0.5154
C 0.7372 0.2544 -0.2971 -0.2289
C 0.6344 1.7530 -0.5182 0.6200
N 1.4293 -0.2675 -1.4652 -0.8358
N 1.7895 2.5527 -0.3100 0.3984
O 2.7296 2.0476 0.3093 -0.4209
O 1.9215 3.6254 -0.8919 -0.3833
F 0.3817 2.7963 2.8619 -0.2893
F -0.3673 2.1623 -1.2357 -0.2641
H -2.3785 -0.1312 0.8184 0.2205
H -1.4072 0.8669 3.1275 0.2520
H -1.2238 -0.6700 -1.0450 0.2245
H 1.5073 0.1415 0.5760 0.2756
H 2.3494 -0.6662 -1.2394 0.3955
H 0.8256 -0.7919 -2.0988 0.3799
```

Here is an isolated molecule of C9H13NO3 from the OMol25 dataset. Energies are from wB97M-V/def2-TZVPD.

The value obtained for the lowest unoccupied orbital energy is 0.5 eV. As for the multiplicity: 1. Its SMILES is NC[C@@H](CC(=O)O)Cc1ccco1. The energy relative to the best compared isomer or geometry (same formula, charge and spin) comes out at 136.7 kcal/mol. For the orbital gap, the calculation gives 8.53 eV. The value obtained for the calculated total energy is -631.01666 Eh.

Geometry as XYZ:
```
26
Properties=species:S:1:pos:R:3:nbo_charge:R:1
C 1.1474 2.1062 0.2698 -0.2379
C -0.3330 1.8286 0.4044 -0.2177
C -0.8385 1.0065 -0.7780 -0.5619
C 0.1323 0.2154 -1.7214 0.7990
C -0.4907 1.0085 1.7726 -0.4452
C -0.3914 -0.4077 1.2465 0.3023
C 0.5946 -1.3283 1.2820 -0.3221
C -0.0064 -2.5383 0.6004 -0.2910
C -1.3601 -2.1894 0.5324 0.0678
H 2.9241 1.0151 0.8893 0.3780
H 1.9978 0.4777 -0.5216 0.3924
H 1.5930 3.0352 0.9116 0.1985
H 1.3681 2.5773 -0.6882 0.1973
H -0.9067 2.8237 0.1833 0.2254
H -0.9728 1.9096 -1.5458 0.2576
H -1.7643 0.4257 -0.5306 0.2841
H 0.1528 -1.4872 -2.5175 0.5049
H 0.2727 1.1423 2.4797 0.2341
H -1.5844 1.1219 2.1531 0.2307
H 1.5648 -0.9250 1.5041 0.2592
H 0.6006 -3.3358 0.2512 0.2277
H -1.9506 -2.8577 -0.2202 0.2139
N 1.8687 0.8775 0.4415 -0.8924
O -0.4359 -1.0999 -1.7235 -0.6787
O 1.1602 0.7143 -2.5473 -0.6623
O -1.6120 -0.8988 0.8843 -0.4637
```

Here is the ion C19H22F3Si with charge +1 from the OMol25 dataset. Energies are from wB97M-V/def2-TZVPD.

The value obtained for the lowest unoccupied orbital energy is -6.6 eV. As for the multiplicity: 1. Its total charge is +1. The energy relative to the best compared isomer or geometry (same formula, charge and spin) comes out at 0.0 kcal/mol. For the orbital gap, the calculation gives 5.57 eV. The value obtained for the calculated total energy is -1325.97983 Eh.

Geometry as XYZ:
```
45
Properties=species:S:1:pos:R:3:nbo_charge:R:1
C 0.7617 2.8344 -0.1126 -1.1116
Si -0.6479 1.7437 0.5265 1.5299
C -2.0175 2.9808 0.9847 -1.0692
C -1.2173 0.5756 -0.8197 -1.1142
C -0.0184 0.6312 1.9556 0.2776
C 1.1287 1.2142 2.7359 -0.7961
C -0.8898 -0.3507 2.6873 -0.5660
H 0.5063 3.3100 -1.0754 0.2731
H 1.0126 3.6492 0.5856 0.2486
H 1.6716 2.2405 -0.2812 0.2452
H -2.4039 3.5191 0.1038 0.2795
H -2.8805 2.4904 1.4553 0.2472
H -1.6568 3.7524 1.6845 0.2547
H -1.4642 1.1148 -1.7468 0.2742
H -0.4156 -0.1397 -1.0518 0.2466
H -2.1051 0.0075 -0.5118 0.2472
H 1.1660 0.8760 3.7881 0.2505
H 2.0801 0.9171 2.2799 0.3227
H 1.1682 2.3177 2.7770 0.2938
H -0.6035 -0.2749 3.7506 0.2438
H -1.9242 0.0255 2.6022 0.2939
F 2.6889 -4.6135 4.4816 -0.3107
C 2.2419 -3.8049 3.4552 0.4429
C 3.0994 -3.5215 2.3907 -0.3380
C 2.5911 -2.6905 1.3912 0.4300
F 3.3952 -2.3722 0.3152 -0.3162
C 1.3030 -2.1577 1.4571 -0.2918
C 0.4521 -2.4774 2.5314 -0.0058
C -0.9457 -1.8425 2.4521 -0.2221
C -2.1508 -2.3994 3.2883 -0.0175
C -3.4493 -2.1814 2.7639 -0.2392
C -4.5910 -2.6564 3.4191 -0.1723
C -4.4946 -3.3667 4.6175 -0.2616
C -3.2134 -3.5532 5.1173 0.4026
F -3.0540 -4.3175 6.2572 -0.3212
C -2.0629 -3.0035 4.5464 -0.2370
C 0.9394 -3.2985 3.5593 -0.2833
H 4.0986 -3.9397 2.3461 0.2692
H 0.9621 -1.4886 0.6591 0.2121
H -1.2567 -2.0295 1.4107 0.2382
H -3.5737 -1.6664 1.8113 0.2100
H -5.5844 -2.4605 3.0081 0.2337
H -5.3609 -3.7757 5.1381 0.2535
H -1.1186 -3.0700 5.0779 0.2161
H 0.3278 -3.5543 4.4046 0.2372
```

Which value of multiplicity does entry 2 give? 3

Repeat the second record exactly.
Here is an isolated molecule of C6H6F2N2O2 from the OMol25 dataset. Energies are from wB97M-V/def2-TZVPD.

The value obtained for the lowest unoccupied orbital energy (alpha / beta) is 0.3 / -2.4 eV. As for the multiplicity: 3. For the orbital gap (alpha / beta), the calculation gives 8.71 / 7.09 eV. The value obtained for the calculated total energy is -691.62347 Eh.

Geometry as XYZ:
```
18
Properties=species:S:1:pos:R:3:nbo_charge:R:1
C -1.3631 0.1218 0.9741 -0.1892
C -0.9183 0.9360 2.0910 -0.4783
C -0.6291 -0.2499 -0.1273 -0.1921
C -0.0718 1.9608 1.9724 0.5154
C 0.7372 0.2544 -0.2971 -0.2289
C 0.6344 1.7530 -0.5182 0.6200
N 1.4293 -0.2675 -1.4652 -0.8358
N 1.7895 2.5527 -0.3100 0.3984
O 2.7296 2.0476 0.3093 -0.4209
O 1.9215 3.6254 -0.8919 -0.3833
F 0.3817 2.7963 2.8619 -0.2893
F -0.3673 2.1623 -1.2357 -0.2641
H -2.3785 -0.1312 0.8184 0.2205
H -1.4072 0.8669 3.1275 0.2520
H -1.2238 -0.6700 -1.0450 0.2245
H 1.5073 0.1415 0.5760 0.2756
H 2.3494 -0.6662 -1.2394 0.3955
H 0.8256 -0.7919 -2.0988 0.3799
```

calculated total energy of number 3 (C9H13NO3)? -631.01666 Eh